(1)
84
Properties=species:S:1:pos:R:3:mulliken_charge:R:1 method="wB97M-V/def2-TZVPD" total_charge=-2 energy_ha=-2729.966393 de_lowest_kj_mol=85.6 mol_weight_g_mol=746.7
Cs -0.37 -0.33 -0.71 1.0786
N -3.99 1.71 3.52 -0.4950
C -2.93 1.14 2.83 0.2966
S -2.19 2.15 1.70 -0.4602
N -2.66 -0.09 3.22 -0.9845
N -1.79 -0.83 2.53 0.6463
C -1.45 -1.95 3.08 -0.7228
C -0.54 -2.89 2.51 0.7274
C -0.38 -4.15 3.14 -0.7884
C 0.49 -5.06 2.60 -0.2024
C 1.21 -4.72 1.46 -0.7652
C 0.99 -3.46 0.91 -0.1732
N 0.15 -2.58 1.41 -0.0697
H -3.95 2.72 3.54 0.2202
H -4.21 1.28 4.41 0.2453
H -1.88 -2.22 4.06 0.1774
H -0.96 -4.39 4.02 0.2864
H 0.62 -6.04 3.06 0.3914
H 1.92 -5.40 1.01 0.3599
H 1.51 -3.16 0.02 0.4216
O -1.19 1.44 -2.23 -0.7706
P -0.83 2.48 -3.19 -1.0411
N -0.07 3.79 -2.48 1.0729
C -0.10 3.83 -1.02 -0.8424
C 0.77 5.04 -0.66 -0.1851
C 0.98 5.80 -1.98 -0.6796
C -0.03 5.16 -2.93 -0.5285
N 0.13 1.84 -4.42 0.8771
C 0.93 2.62 -5.35 -0.3532
C 1.73 1.57 -6.10 -0.7510
C 2.10 0.60 -4.98 -0.5524
C 0.86 0.60 -4.09 0.3330
N -2.26 3.03 -3.94 0.1909
C -2.35 4.01 -5.01 -0.3709
C -2.96 3.27 -6.20 -0.6236
C -3.92 2.31 -5.49 -0.7449
C -3.11 1.88 -4.28 -0.6522
H 0.31 2.90 -0.63 0.1057
H -1.12 3.95 -0.65 0.2657
H 1.72 4.71 -0.24 -0.1299
H 0.27 5.65 0.09 0.3829
H 1.99 5.62 -2.35 0.1783
H 0.82 6.87 -1.88 0.4305
H 0.29 5.22 -3.98 0.3002
H -1.01 5.65 -2.84 0.3056
H 1.61 3.31 -4.83 0.1214
H 0.29 3.21 -6.01 0.1717
H 2.59 2.00 -6.61 0.3958
H 1.10 1.06 -6.83 0.3115
H 2.95 0.99 -4.42 0.0237
H 2.33 -0.40 -5.33 0.4105
H 1.13 0.59 -3.03 -0.4054
H 0.22 -0.26 -4.28 0.1913
H -1.38 4.45 -5.23 0.0754
H -3.03 4.82 -4.70 0.3886
H -2.18 2.70 -6.72 0.1949
H -3.45 3.94 -6.91 0.4486
H -4.21 1.47 -6.11 0.3743
H -4.81 2.86 -5.18 0.3085
H -2.48 1.02 -4.52 0.2937
H -3.73 1.62 -3.42 0.3050
O 0.90 -4.29 -3.88 -0.7706
C 0.51 -3.33 -3.28 0.4695
N 0.12 -2.38 -2.72 -0.7162
C 4.44 0.24 -1.45 -1.3568
Si 3.41 1.81 -0.96 -0.2010
C 3.79 3.01 -2.45 -0.5740
C 4.42 2.51 0.50 0.7430
C 4.57 1.70 1.64 -0.6511
C 5.08 2.18 2.82 -0.5827
C 5.44 3.52 2.94 -0.3919
C 5.30 4.35 1.84 -0.6700
C 4.81 3.84 0.65 -0.0143
H 5.38 0.47 -1.96 0.3522
H 3.86 -0.40 -2.12 0.2831
H 4.68 -0.36 -0.57 0.3920
H 4.64 2.70 -3.06 0.3968
H 3.99 4.03 -2.12 0.3040
H 2.92 3.07 -3.10 -0.4901
H 4.25 0.67 1.58 0.2433
H 5.20 1.52 3.67 0.3449
H 5.81 3.91 3.88 0.3272
H 5.58 5.39 1.91 0.3429
H 4.73 4.51 -0.20 0.2030


(2)
14
Properties=species:S:1:pos:R:3:mulliken_charge:R:1 method="wB97M-V/def2-TZVPD" total_charge=0 energy_ha=-361.572993 de_lowest_kj_mol=808.3 mol_weight_g_mol=101.1
O 2.21 1.33 0.34 -0.3408
N 1.99 0.11 -0.24 -0.5372
C 0.75 -0.12 -0.41 0.2817
C 0.02 -1.38 -0.78 -0.3609
C -0.85 -0.66 0.25 -0.5343
C -0.59 0.74 -0.13 0.4801
O -0.91 1.57 0.82 -0.6249
H 3.18 1.41 0.32 0.3831
H 0.48 -2.32 -0.48 0.2782
H -0.37 -1.40 -1.79 0.2310
H -0.59 -0.90 1.28 0.3098
H -2.35 -0.10 0.88 0.0952
H -0.90 0.97 -1.17 0.2506
H -2.07 0.75 1.10 0.0885


(3)
8
Properties=species:S:1:pos:R:3:mulliken_charge:R:1 method="wB97M-V/def2-TZVPD" total_charge=0 energy_ha=-3112.790832 de_lowest_kj_mol=59.5 mol_weight_g_mol=143.4
C -0.49 0.61 -0.05 -0.4580
C 0.35 -0.65 0.01 -0.6460
Cl -2.10 0.02 -0.02 -0.1580
Br 2.28 0.01 0.02 -0.1886
H -0.14 1.12 -0.88 0.3805
H -0.19 1.24 0.87 0.3014
H 0.20 -1.25 -0.94 0.3768
H 0.08 -1.10 0.99 0.3918


| no. | lowest unoccupied orbital energy (eV) | Kohn-Sham gap (eV) |
| --- | --- | --- |
| 1 | 3.8 | 4.30 |
| 2 | -0.8 | 8.84 |
| 3 | 0.7 | 11.16 |